1.
The molecule C24H23N3O5S in a non-equilibrium geometry. Source: the Open Molecules 2025 dataset; level of theory: ωB97M-V/def2-TZVPD.

```
56
Properties=species:S:1:pos:R:3:forces:R:3
C -5.6228 -2.4261 -1.4139 -0.081 -0.080 -0.146
O -5.0665 -1.7586 -0.3068 0.108 0.083 0.248
C -4.0857 -0.8412 -0.5280 0.177 0.250 -0.063
C -3.5816 -0.4936 -1.7728 -0.356 -0.352 0.115
C -2.5822 0.4635 -1.8690 0.176 0.176 0.164
C -2.0766 1.0698 -0.7366 -0.111 -0.206 -0.094
N -1.0965 2.0733 -0.7565 -0.237 0.079 0.433
C -0.2396 2.3938 -1.7401 0.188 0.418 0.138
O -0.1600 1.8712 -2.8333 -0.051 -0.133 -0.264
C 0.6969 3.5415 -1.3597 0.312 -0.164 0.219
S 1.4853 3.2949 0.2756 -0.049 -0.006 -0.083
C 1.7828 1.5486 0.2362 -0.071 0.433 0.469
C 1.6542 0.8022 1.3551 0.493 -0.289 -1.093
C 1.1946 1.3469 2.5587 -0.309 0.423 0.483
N 0.7986 1.7569 3.5570 -0.027 0.076 0.289
C 1.9091 -0.6934 1.3150 -0.170 -0.113 -0.376
C 0.6056 -1.4236 1.1669 0.031 -0.224 1.035
C -0.2006 -2.0376 2.0786 0.435 0.329 -0.350
C -1.2840 -2.5787 1.3436 -0.032 -0.011 -0.566
C -1.0544 -2.2516 0.0450 -0.561 -0.477 0.454
O 0.0817 -1.5450 -0.0732 0.362 0.217 -0.206
C 2.7954 -1.0370 0.1372 -0.259 0.482 0.301
C 2.8433 -0.2338 -0.9477 0.212 -0.351 0.208
C 3.5603 -0.6045 -2.2065 -0.037 -0.204 -0.095
C 3.6837 -2.1213 -2.3040 0.161 0.114 0.020
C 4.3201 -2.6646 -1.0322 -0.069 -0.230 -0.008
C 3.5111 -2.3046 0.2008 0.358 -0.185 -0.369
O 3.4908 -3.0169 1.1857 -0.066 0.098 -0.014
N 2.2593 1.0081 -0.9289 0.037 -0.014 -0.144
C -2.5676 0.7038 0.5332 -0.036 -0.057 -0.176
O -1.9813 1.3340 1.5896 -0.010 -0.014 -0.617
C -2.3483 0.9477 2.8960 -0.043 0.007 0.389
C -3.5724 -0.2371 0.6235 -0.121 0.086 0.020
H -4.8680 -3.0068 -1.9537 -0.018 0.031 -0.001
H -6.1063 -1.7273 -2.1038 0.035 -0.021 0.014
H -6.3710 -3.1026 -1.0042 0.039 0.030 -0.078
H -3.9527 -0.9487 -2.6762 -0.069 -0.065 -0.073
H -2.1873 0.7365 -2.8334 0.025 0.030 -0.040
H -0.9831 2.5249 0.1450 0.165 0.015 -0.172
H 0.1328 4.4692 -1.2571 0.030 0.009 -0.019
H 1.4538 3.6802 -2.1331 -0.198 -0.093 -0.017
H 2.3762 -1.0279 2.2476 -0.086 0.020 -0.164
H -0.0343 -2.1028 3.1342 0.133 -0.004 0.232
H -2.1123 -3.1367 1.7296 -0.222 -0.127 0.003
H -1.6022 -2.4450 -0.8548 -0.041 0.056 -0.189
H 3.0147 -0.2067 -3.0659 0.011 0.067 0.009
H 4.5578 -0.1507 -2.2018 -0.042 0.054 -0.031
H 4.2831 -2.3940 -3.1741 -0.057 -0.005 -0.001
H 2.6890 -2.5552 -2.4251 -0.014 -0.010 -0.058
H 4.4266 -3.7493 -1.0704 0.020 0.045 0.088
H 5.3197 -2.2376 -0.9025 0.048 -0.007 0.008
H 2.2678 1.5598 -1.7729 -0.006 -0.069 0.094
H -2.2044 -0.1258 3.0412 0.004 0.025 -0.031
H -1.6758 1.4942 3.5556 -0.119 -0.099 -0.012
H -3.3867 1.2161 3.1107 0.008 -0.022 -0.045
H -3.9827 -0.5413 1.5712 0.001 -0.024 0.161
```
Positions in Å, forces in eV/Å.

- E_HOMO (eV) = -7.984
- ΔE to the lowest compared entry with this formula, charge and spin (kcal per mole) = 40.30
- SMILES = COc1ccc(NC(=O)CSC2=C(C#N)[C@@H](c3ccco3)C3=C(CCCC3=O)N2)c(OC)c1
- E_LUMO (eV) = 0.111
- multiplicity = 1

---

2.
The molecule C24H23N3O5S2 in a non-equilibrium geometry. Source: the Open Molecules 2025 dataset; level of theory: ωB97M-V/def2-TZVPD.

```
57
Properties=species:S:1:pos:R:3:forces:R:3
C 5.6287 0.6601 3.3218 -0.093 -0.025 -0.520
C 5.3205 0.3141 1.8724 -0.141 -0.247 0.346
C 5.4853 -1.1896 1.6028 -0.149 0.363 0.483
N 5.3599 -1.4896 0.1966 -0.890 -0.534 -0.397
S 3.9121 -2.0548 -0.3728 0.335 -0.109 0.090
O 4.1298 -2.4664 -1.7266 -0.019 0.335 -0.106
O 3.4274 -2.9993 0.5882 -0.104 0.271 0.194
C 2.7678 -0.6654 -0.3998 0.279 -0.540 -0.014
C 2.6850 0.1224 -1.5314 -0.022 0.002 -0.167
C 1.8409 1.2198 -1.5354 -0.070 0.031 0.130
C 1.0693 1.5009 -0.4129 0.405 -0.012 0.100
C 0.2144 2.7249 -0.3866 -0.087 -0.020 -0.004
O 0.6669 3.8440 -0.4462 0.140 0.029 -0.066
N -1.1371 2.5311 -0.2442 -0.112 0.788 0.193
C -1.9059 1.4015 -0.3422 0.150 -1.252 -0.357
N -3.1604 1.4282 -0.0626 -0.100 0.723 0.249
C -3.7570 0.2199 -0.2783 0.794 -1.015 -0.513
C -5.1616 0.0644 -0.0102 -0.781 0.902 0.452
C -6.0631 0.9744 0.4625 0.703 -0.433 -0.282
C -7.3110 0.2942 0.5347 -0.088 -0.705 -0.193
C -8.6042 0.6413 0.9242 0.157 -0.047 -0.050
C -9.5859 -0.3216 0.8506 -0.160 0.027 0.043
C -9.3072 -1.6140 0.4000 -0.006 -0.018 -0.005
C -8.0358 -1.9845 0.0087 0.352 -0.056 -0.095
C -7.0471 -1.0168 0.0825 -0.823 0.657 0.380
O -5.7405 -1.1479 -0.2456 0.325 -0.250 -0.147
C -2.9187 -0.7531 -0.7482 -0.242 0.392 0.101
S -1.3168 -0.1515 -0.9309 -0.599 0.379 0.202
C 1.1566 0.6949 0.7204 0.122 0.099 -0.121
C 2.0117 -0.3926 0.7244 -0.065 -0.033 0.127
C 6.1633 -0.6530 -0.6626 0.086 0.543 -0.284
C 5.9790 0.8354 -0.3283 0.093 -0.063 -0.427
C 6.9532 1.7088 -1.1048 -0.345 -0.225 0.329
O 6.2084 1.0506 1.0522 0.188 0.057 0.065
H 5.5074 1.7282 3.4767 -0.025 0.088 0.060
H 6.6563 0.3930 3.5514 0.129 -0.056 0.067
H 4.9591 0.1205 3.9849 -0.073 -0.049 0.134
H 4.2846 0.6106 1.6258 0.216 -0.041 0.057
H 4.7335 -1.7781 2.1268 0.120 0.049 0.210
H 6.4828 -1.5036 1.9315 -0.066 -0.003 0.013
H 3.2754 -0.1396 -2.3950 0.035 0.026 -0.154
H 1.7707 1.8573 -2.4033 0.009 0.059 -0.091
H -1.6800 3.3802 -0.1147 0.150 -0.105 -0.023
H -5.8513 1.9908 0.7205 0.131 0.220 0.036
H -8.8215 1.6395 1.2718 -0.051 0.096 0.041
H -10.5957 -0.0782 1.1459 -0.080 0.024 0.025
H -10.1056 -2.3391 0.3565 -0.053 -0.074 -0.009
H -7.8137 -2.9799 -0.3409 0.005 -0.128 -0.038
H -3.1543 -1.7699 -0.9831 -0.085 -0.253 -0.028
H 0.5609 0.9237 1.5918 -0.080 -0.010 0.073
H 2.0917 -1.0457 1.5789 -0.052 -0.037 0.148
H 5.8754 -0.8741 -1.6894 0.207 0.117 -0.076
H 7.2153 -0.9241 -0.5167 -0.048 0.013 -0.048
H 4.9399 1.1296 -0.5632 0.212 -0.039 0.055
H 7.9734 1.4332 -0.8536 0.150 -0.039 -0.005
H 6.7977 1.5828 -2.1721 0.015 0.020 -0.160
H 6.8016 2.7508 -0.8387 0.000 0.108 -0.022
```
Positions in Å, forces in eV/Å.

- E_HOMO (eV) = -7.933
- ΔE to the lowest compared entry with this formula, charge and spin (kcal per mole) = 28.97
- SMILES = C[C@@H]1CN(S(=O)(=O)c2ccc(C(=O)Nc3nc(-c4cc5ccccc5o4)cs3)cc2)C[C@H](C)O1
- E_LUMO (eV) = -0.181
- multiplicity = 1

---

3.
A structure of composition C24H23N3O5SeTeV in a non-equilibrium geometry. Source: the Open Molecules 2025 dataset; level of theory: ωB97M-V/def2-TZVPD.

```
58
Properties=species:S:1:pos:R:3:forces:R:3
V -1.0103 0.6141 1.5197 1.836 -0.437 0.441
O -0.5629 -1.5783 1.9059 -0.534 -0.390 0.916
C -1.5049 -2.0593 2.9629 1.127 0.460 -1.767
C -1.5808 -0.9018 3.9188 -1.068 -0.121 0.418
N -2.1342 0.3290 3.2630 -1.027 -0.578 0.477
C -3.5459 0.1796 2.8546 -0.095 -0.354 -0.323
C -3.7162 0.0797 1.3157 -0.501 -0.839 -0.582
O -4.8525 0.0110 0.8797 0.193 0.158 0.309
O -2.6377 0.0036 0.5879 -0.914 -0.142 0.482
C -2.0073 1.4732 4.1639 1.633 0.528 0.350
C -0.7119 2.2650 3.7871 0.529 -1.661 -0.445
O -0.5545 3.4114 4.1501 -0.023 0.192 0.061
O 0.0867 1.5352 3.0478 -0.093 0.961 0.333
H -0.3509 -2.3089 1.3079 -0.054 0.365 0.042
H -1.0660 -2.9684 3.3908 -0.269 0.296 0.192
H -2.4439 -2.2811 2.4366 0.063 0.019 0.459
H -0.5883 -0.6515 4.2874 0.029 -0.038 0.004
H -2.2345 -1.2309 4.7678 0.398 0.492 -0.398
H -4.1230 1.0438 3.1832 0.032 -0.111 -0.087
H -3.9807 -0.6921 3.3656 -0.132 0.114 -0.418
H -1.9184 1.0816 5.1903 -0.255 0.644 -0.068
H -2.8009 2.1991 4.0404 -0.359 -0.235 0.225
Te 2.0593 0.2443 -0.3625 0.223 -0.669 -0.688
C 2.6288 -1.7993 -0.1410 0.852 1.238 0.341
C 1.6506 -2.7468 -0.1209 -0.705 -0.949 0.121
C 1.9355 -4.0196 0.3760 0.844 0.660 -0.692
C 3.2414 -4.3589 0.6599 0.323 -0.071 0.044
C 4.2618 -3.4135 0.5525 -0.579 -0.538 0.136
C 3.9517 -2.1308 0.1845 -0.049 0.974 -0.160
C 2.3283 0.0969 -2.4943 0.158 0.736 0.786
C 1.6646 -0.8668 -3.2480 0.777 1.099 0.295
C 1.8129 -0.8128 -4.6143 -0.036 -0.397 0.440
C 2.5917 0.1500 -5.1917 0.015 0.835 -0.641
C 3.2691 1.1076 -4.4438 1.111 0.255 -0.615
C 3.1771 1.0686 -3.0672 -0.995 -0.175 0.645
H 0.6803 -2.5279 -0.5614 -0.115 0.052 0.452
H 1.1815 -4.7416 0.4814 -0.976 -0.903 -0.074
H 3.4975 -5.3820 0.9017 -0.093 0.024 0.291
H 5.2548 -3.6970 0.8261 0.547 -0.044 -0.069
H 4.7274 -1.3602 0.1280 -0.308 -0.282 0.128
H 1.0472 -1.6060 -2.8032 -0.440 -0.491 0.429
H 1.3282 -1.5511 -5.2080 -0.369 -0.353 -0.526
H 2.5515 0.2101 -6.2636 0.471 0.039 -0.356
H 3.9682 1.8219 -4.9401 -0.890 -0.512 0.410
H 3.6248 1.8306 -2.4109 0.001 -0.510 -0.510
Se -0.7199 4.1784 1.0224 -1.082 -1.533 -0.457
N -0.9903 2.4138 0.5268 0.377 0.470 -0.599
C -1.2118 2.3423 -0.7941 -0.289 2.911 0.394
C -1.3327 1.2013 -1.6149 0.058 -0.316 -0.149
C -1.5063 1.4025 -2.9579 -0.380 -0.193 1.022
C -1.6864 2.6865 -3.5152 0.459 1.587 -0.121
C -1.6007 3.8501 -2.7815 -0.554 -0.542 -0.693
C -1.3726 3.6964 -1.3968 0.223 -0.289 1.369
N -1.2791 4.7233 -0.5517 0.772 -0.222 -0.756
H -1.2991 0.2435 -1.1034 -0.010 -0.006 -0.699
H -1.6308 0.5895 -3.6411 0.133 -0.585 -0.076
H -1.8271 2.7325 -4.5853 -0.114 0.126 -0.075
H -1.7383 4.8701 -3.1735 0.123 -0.750 0.031
```
Positions in Å, forces in eV/Å.

- E_HOMO (alpha / beta) (eV) = -7.008 / -8.521
- ΔE to the lowest compared entry with this formula, charge and spin (kcal per mole) = 0.00
- <S²> = 3.78
- E_LUMO (alpha / beta) (eV) = -1.183 / -1.187
- multiplicity = 4

---

4.
A structure of composition C24H23N5O2PPtS in a non-equilibrium geometry. Source: the Open Molecules 2025 dataset; level of theory: ωB97M-V/def2-TZVPD.

```
57
Properties=species:S:1:pos:R:3:forces:R:3
Pt -0.2613 -0.2407 -0.2649 -0.532 0.454 1.118
N -5.4919 2.1444 4.9914 0.094 -0.085 -0.083
C -4.6006 1.3424 4.3401 -0.131 0.105 0.110
C -3.5927 0.6752 5.0524 0.053 -0.040 0.055
C -2.6804 -0.1237 4.4016 -0.128 -0.084 -0.035
C -2.7693 -0.2782 3.0177 -0.221 0.169 -0.036
C -3.7671 0.3712 2.2947 -0.006 -0.034 0.029
C -4.6800 1.1675 2.9516 -0.010 -0.015 -0.078
S -1.5060 -1.1305 2.2053 0.309 0.005 0.238
O -1.9249 -1.3534 0.7840 0.094 0.064 -0.246
O -1.1340 -2.3034 2.9380 0.028 -0.012 -0.102
N -0.2973 -0.1244 1.9104 0.935 0.201 0.373
C 0.8074 0.0080 2.7826 -0.946 0.023 -0.348
N 0.5815 -0.1299 4.0868 0.209 0.095 0.156
C 1.6275 0.0703 4.8851 -0.165 -0.071 -0.046
C 2.8753 0.4230 4.4013 0.036 0.019 0.066
C 2.9936 0.5019 3.0282 -0.048 -0.047 -0.202
N 1.9708 0.2814 2.1987 0.172 0.097 0.088
H -5.4410 2.2730 5.9836 0.002 -0.010 0.021
H -6.2181 2.6223 4.4933 -0.008 -0.005 -0.012
H -3.5338 0.7904 6.1283 -0.003 0.007 -0.030
H -1.8997 -0.6299 4.9515 0.010 0.017 -0.024
H -3.8377 0.2342 1.2230 0.028 0.015 0.035
H -5.4679 1.6599 2.3941 0.025 -0.011 0.014
H 1.4529 -0.0568 5.9483 -0.017 0.029 -0.027
H 3.7093 0.6211 5.0588 -0.018 -0.054 -0.024
H 3.9460 0.7322 2.5626 -0.031 0.030 -0.004
C 1.5836 -2.6898 0.2471 0.038 -0.098 0.220
P 0.7094 -2.0006 -1.1497 0.028 0.192 -1.242
C -0.3924 -3.2675 -1.7722 -0.144 -0.151 0.119
C -0.2771 -3.7634 -3.0715 -0.078 -0.049 0.039
C -1.0941 -4.8077 -3.4797 0.018 0.044 -0.018
C -2.0205 -5.3538 -2.6037 -0.035 -0.028 0.006
C -2.1417 -4.8589 -1.3113 0.025 0.019 -0.051
C -1.3328 -3.8172 -0.8918 0.050 -0.048 -0.048
C 1.8929 -1.6277 -2.4506 0.143 -0.061 0.057
C 1.4479 -1.0139 -3.6227 0.008 -0.022 -0.041
C 2.3408 -0.7344 -4.6416 0.020 0.000 0.012
C 3.6891 -1.0453 -4.4897 -0.023 0.007 -0.033
C 4.1383 -1.6468 -3.3259 -0.048 -0.021 0.034
C 3.2406 -1.9463 -2.3076 0.035 0.018 -0.025
H 2.0936 -3.5925 -0.0931 0.039 -0.026 0.107
H 0.8633 -2.9525 1.0260 0.013 -0.017 -0.032
H 2.2794 -1.9541 0.6508 0.020 -0.016 -0.004
H 0.4469 -3.3525 -3.7607 0.014 -0.033 0.017
H -1.0016 -5.1962 -4.4855 -0.001 0.003 0.021
H -2.6510 -6.1717 -2.9281 0.011 0.020 0.000
H -2.8671 -5.2826 -0.6291 0.023 0.008 -0.016
H -1.4435 -3.4283 0.1108 0.026 -0.047 -0.028
H 0.4002 -0.7602 -3.7374 -0.013 -0.004 0.002
H 1.9890 -0.2740 -5.5557 0.006 -0.001 0.012
H 4.3873 -0.8201 -5.2856 -0.014 -0.003 0.013
H 5.1856 -1.8916 -3.2082 -0.017 0.001 0.003
H 3.6044 -2.4280 -1.4097 -0.004 0.024 -0.003
N 0.9456 1.8121 -2.1421 0.082 0.422 -0.031
C 0.5339 1.0145 -1.4180 -0.003 -0.951 -0.142
H 1.2525 2.5728 -2.7132 0.049 -0.043 0.045
```
Positions in Å, forces in eV/Å.

- E_HOMO (eV) = -10.235
- ΔE to the lowest compared entry with this formula, charge and spin (kcal per mole) = 25.72
- E_LUMO (eV) = -4.105
- multiplicity = 1
- charge = +1